{
  "formula": "C19H21F5N4O3S2",
  "method": "wB97M-V/def2-TZVPD",
  "e_tot_ev": -67398.3376,
  "homo_lumo_gap_ev": 7.5,
  "elements": ["O", "S", "O", "C", "C", "C", "C", "C", "C", "O", "C", "C", "N", "S", "N", "C", "C", "F", "F", "C", "F", "F", "F", "H", "H", "H", "H", "H", "H", "H", "C", "C", "C", "C", "N", "H", "H", "H", "H", "H", "H", "H", "C", "C", "C", "C", "N", "H", "H", "H", "H", "H", "H", "H"],
  "coordinates": [[-3.549, 3.890, -0.156], [-2.895, 3.662, 1.094], [-3.226, 4.570, 2.153], [-3.123, 1.997, 1.618], [-2.272, 1.480, 2.540], [-2.374, 0.143, 3.034], [-1.317, -0.292, 4.014], [-1.443, -1.744, 4.453], [-0.971, -2.827, 3.371], [-0.271, -2.307, 4.723], [-3.370, -0.658, 2.580], [-4.276, -0.150, 1.621], [-5.289, -0.828, 1.066], [-5.982, 0.155, 0.023], [-5.086, 1.473, 0.184], [-4.168, 1.175, 1.106], [-1.054, 3.849, 0.743], [-0.944, 4.399, -0.464], [-0.451, 2.642, 0.698], [-0.280, 4.719, 1.775], [1.026, 4.460, 1.650], [-0.630, 4.426, 3.024], [-0.485, 6.004, 1.532], [-1.473, 2.097, 2.928], [-1.413, 0.271, 4.947], [-0.319, -0.214, 3.587], [-2.332, -2.014, 5.027], [-0.946, -2.007, 2.603], [-0.032, -3.225, 2.992], [-3.491, -1.677, 2.919], [2.353, 0.578, -0.794], [1.423, 0.022, -1.868], [-0.044, -0.002, -1.427], [-0.230, -0.845, -0.247], [-0.369, -1.521, 0.671], [2.341, -0.041, 0.105], [3.380, 0.607, -1.157], [2.068, 1.594, -0.512], [1.737, -0.987, -2.135], [1.504, 0.627, -2.770], [-0.676, -0.391, -2.226], [-0.387, 1.006, -1.188], [3.795, -4.140, -4.050], [4.709, -3.236, -4.870], [4.557, -1.754, -4.508], [3.193, -1.285, -4.749], [2.116, -0.934, -4.932], [2.744, -3.913, -4.232], [3.955, -5.185, -4.314], [3.988, -4.030, -2.981], [4.499, -3.373, -5.932], [5.748, -3.527, -4.709], [5.237, -1.143, -5.103], [4.796, -1.593, -3.455]],
  "forces_ev_per_a": [[0.5, -0.5, -0.2], [-1.6, 1.0, -0.2], [0.6, -0.3, 0.3], [0.4, 0.0, -0.1], [0.0, 0.0, 0.2], [0.3, 0.5, 0.0], [-0.9, -1.0, 0.2], [-0.5, -1.1, 0.2], [0.2, 2.4, -0.3], [0.4, 0.8, -0.3], [-0.1, -0.2, 0.1], [-0.2, 0.0, -0.2], [0.0, -0.1, 0.1], [0.0, 0.2, -0.1], [-0.1, -0.2, 0.0], [0.1, 0.2, -0.1], [0.3, -0.3, 0.1], [0.0, 0.2, 0.0], [-0.1, -0.1, 0.0], [0.1, 0.0, -0.2], [0.0, 0.1, -0.1], [0.0, 0.0, 0.0], [-0.1, 0.0, 0.1], [0.0, 0.0, 0.1], [0.2, 0.3, -0.1], [0.1, 0.3, 0.0], [0.2, -0.1, 0.1], [0.9, -0.2, 0.5], [-0.7, -1.8, 0.1], [0.0, -0.1, 0.0], [0.0, 0.0, 0.0], [0.2, 0.1, 0.2], [0.1, 0.0, -0.1], [-0.2, 0.0, 0.0], [0.1, 0.1, -0.4], [0.0, 0.0, 0.0], [0.0, 0.0, 0.0], [0.0, 0.0, 0.0], [-0.1, 0.0, -0.1], [-0.1, -0.1, -0.1], [0.0, 0.0, 0.0], [0.0, 0.0, 0.0], [0.0, 0.0, 0.0], [-0.1, -0.2, 0.1], [0.0, -0.2, -0.1], [0.0, 0.1, 0.0], [0.0, 0.0, -0.1], [0.0, 0.0, 0.0], [0.0, 0.0, 0.0], [0.0, 0.0, 0.0], [0.0, 0.1, 0.0], [0.0, 0.1, 0.0], [0.0, 0.0, 0.0], [0.0, 0.0, 0.0]],
  "nbo_charge": [-0.880, 2.115, -0.903, -0.369, -0.119, -0.010, -0.491, 0.223, -0.444, -0.485, -0.165, 0.081, -0.603, 1.000, -0.602, 0.151, 0.375, -0.283, -0.316, 0.920, -0.305, -0.300, -0.289, 0.229, 0.242, 0.249, 0.193, 0.228, 0.302, 0.246, -0.614, -0.379, -0.519, 0.340, -0.393, 0.211, 0.213, 0.206, 0.209, 0.226, 0.260, 0.249, -0.614, -0.378, -0.512, 0.299, -0.347, 0.216, 0.220, 0.204, 0.210, 0.210, 0.252, 0.243]
}



{
  "formula": "C43H107N3O12",
  "method": "wB97M-V/def2-TZVPD",
  "e_tot_ev": -75360.7642,
  "homo_lumo_gap_ev": 8.3,
  "smiles": "CC1(C)CCCC(C)(C)N1O.CC1(C)CCCC(C)(C)N1O.CC1(C)CCCC(C)(C)N1O.CCO.CCO.CCO.CCO.CCO.CCO.CCO.CCO.O",
  "elements": ["C", "C", "O", "H", "H", "H", "H", "H", "H", "C", "C", "O", "H", "H", "H", "H", "H", "H", "C", "C", "O", "H", "H", "H", "H", "H", "H", "C", "C", "O", "H", "H", "H", "H", "H", "H", "C", "C", "O", "H", "H", "H", "H", "H", "H", "C", "C", "O", "H", "H", "H", "H", "H", "H", "C", "C", "O", "H", "H", "H", "H", "H", "H", "C", "C", "O", "H", "H", "H", "H", "H", "H", "C", "C", "C", "C", "C", "C", "N", "O", "C", "C", "C", "H", "H", "H", "H", "H", "H", "H", "H", "H", "H", "H", "H", "H", "H", "H", "H", "H", "H", "H", "C", "C", "C", "C", "C", "C", "N", "O", "C", "C", "C", "H", "H", "H", "H", "H", "H", "H", "H", "H", "H", "H", "H", "H", "H", "H", "H", "H", "H", "H", "C", "C", "C", "C", "C", "C", "N", "O", "C", "C", "C", "H", "H", "H", "H", "H", "H", "H", "H", "H", "H", "H", "H", "H", "H", "H", "H", "H", "H", "H", "O", "H", "H"],
  "coordinates": [[3.616, -2.425, 3.668], [4.858, -3.316, 3.723], [4.487, -4.688, 3.724], [3.979, -1.404, 3.516], [3.024, -2.498, 4.581], [2.973, -2.719, 2.837], [5.474, -3.120, 4.596], [5.463, -3.063, 2.840], [4.084, -4.886, 2.867], [-1.963, 3.885, 0.887], [-1.866, 3.051, 2.142], [-1.195, 3.755, 3.170], [-2.476, 3.344, 0.100], [-0.939, 4.130, 0.572], [-2.418, 4.858, 1.072], [-1.385, 2.075, 1.999], [-2.899, 2.794, 2.434], [-1.384, 3.326, 4.009], [-8.161, -3.507, -0.009], [-7.420, -2.389, -0.701], [-7.437, -2.503, -2.104], [-9.216, -3.339, -0.249], [-8.065, -3.430, 1.073], [-7.896, -4.497, -0.372], [-6.430, -2.172, -0.254], [-7.866, -1.418, -0.414], [-7.380, -1.603, -2.454], [-0.457, -4.006, 4.020], [0.185, -4.107, 5.393], [0.130, -2.806, 6.010], [-1.446, -3.577, 4.164], [-0.567, -4.968, 3.508], [0.171, -3.420, 3.350], [1.202, -4.492, 5.400], [-0.387, -4.781, 6.043], [-0.731, -2.729, 6.428], [3.028, 2.463, 3.623], [2.663, 1.608, 4.824], [1.315, 1.909, 5.186], [2.284, 2.229, 2.851], [4.015, 2.293, 3.206], [2.822, 3.503, 3.877], [3.233, 1.946, 5.697], [2.842, 0.551, 4.616], [1.062, 1.355, 5.929], [5.347, -5.406, 0.238], [3.849, -5.236, 0.026], [3.155, -5.481, 1.250], [5.517, -6.341, 0.766], [5.779, -4.494, 0.640], [5.761, -5.552, -0.764], [3.533, -5.962, -0.733], [3.591, -4.244, -0.362], [2.206, -5.437, 1.105], [-4.403, 0.629, 4.177], [-2.994, 0.390, 4.667], [-2.699, 1.350, 5.672], [-5.189, 0.709, 4.934], [-4.768, -0.153, 3.508], [-4.433, 1.599, 3.674], [-2.423, 0.388, 3.726], [-2.825, -0.592, 5.129], [-1.752, 1.303, 5.840], [-4.161, -4.453, 4.018], [-4.735, -3.052, 3.977], [-5.533, -2.868, 5.161], [-3.558, -4.627, 4.906], [-3.505, -4.632, 3.157], [-4.942, -5.207, 3.908], [-5.398, -2.848, 3.133], [-3.937, -2.314, 4.030], [-6.279, -3.473, 5.128], [0.557, -1.945, 0.645], [-0.145, -0.607, 0.898], [0.307, 0.553, 0.030], [-0.248, 0.496, -1.393], [-1.765, 0.538, -1.313], [-2.316, -0.634, -0.484], [-1.626, -0.666, 0.790], [-2.176, -1.652, 1.631], [-3.805, -0.357, -0.254], [-2.199, -1.922, -1.337], [0.120, -0.235, 2.349], [0.178, -2.684, 1.345], [1.627, -1.803, 0.818], [0.439, -2.291, -0.383], [0.182, 1.509, 0.537], [1.394, 0.484, -0.119], [0.139, -0.371, -1.930], [0.110, 1.389, -1.909], [-2.232, 0.538, -2.301], [-2.047, 1.470, -0.810], [-4.330, -0.181, -1.190], [-4.223, -1.205, 0.290], [-3.896, 0.536, 0.371], [-2.924, -1.854, -2.144], [-1.177, -2.074, -1.677], [-2.391, -2.792, -0.704], [-0.130, 0.781, 2.675], [1.192, -0.244, 2.600], [-0.331, -0.899, 3.087], [-2.695, -1.157, 2.273], [-2.663, 4.567, -2.440], [-1.960, 5.651, -3.280], [-0.911, 6.400, -2.446], [0.478, 5.759, -2.489], [0.919, 5.432, -3.906], [-0.076, 4.559, -4.670], [-1.400, 5.108, -4.499], [-2.345, 4.700, -5.445], [0.348, 4.621, -6.138], [-0.002, 3.144, -4.111], [-3.013, 6.697, -3.630], [-3.038, 5.035, -1.531], [-1.978, 3.757, -2.181], [-3.472, 4.109, -3.010], [-0.799, 7.438, -2.758], [-1.227, 6.347, -1.402], [0.484, 4.853, -1.871], [1.200, 6.413, -1.993], [1.843, 4.856, -3.755], [1.255, 6.312, -4.460], [-0.168, 3.862, -6.730], [-0.007, 5.571, -6.556], [1.427, 4.606, -6.255], [-0.782, 2.514, -4.543], [0.982, 2.680, -4.232], [-0.158, 3.141, -3.030], [-2.631, 7.631, -4.052], [-3.571, 7.044, -2.755], [-3.746, 6.285, -4.325], [-2.330, 5.365, -6.142], [5.436, -2.824, -2.873], [4.429, -1.845, -3.522], [3.194, -1.760, -2.635], [3.432, -0.918, -1.389], [3.977, 0.457, -1.746], [5.240, 0.424, -2.621], [4.976, -0.520, -3.694], [5.838, -0.427, -4.802], [5.385, 1.811, -3.252], [6.477, 0.088, -1.777], [4.042, -2.440, -4.877], [5.749, -2.460, -1.899], [6.310, -2.926, -3.521], [5.002, -3.820, -2.766], [2.339, -1.346, -3.180], [2.949, -2.773, -2.301], [4.183, -1.446, -0.784], [2.552, -0.847, -0.754], [4.242, 1.003, -0.836], [3.202, 0.996, -2.298], [5.365, 2.606, -2.502], [6.359, 1.860, -3.742], [4.582, 2.024, -3.954], [7.286, -0.334, -2.381], [6.879, 0.985, -1.299], [6.261, -0.625, -0.982], [4.902, -2.825, -5.418], [3.517, -1.699, -5.481], [3.333, -3.251, -4.693], [6.738, -0.552, -4.462], [-7.120, 0.219, -2.945], [-7.229, 0.345, -3.892], [-6.197, 0.432, -2.772]],
  "forces_ev_per_a": [[0.5, 0.0, 0.2], [-0.8, -0.1, -0.7], [0.4, 0.2, 0.2], [-0.4, 0.1, 0.0], [0.0, 0.1, 0.0], [0.1, 0.1, -0.1], [-0.1, -0.1, 0.2], [0.1, -0.2, 0.1], [-0.1, -0.1, 0.0], [1.2, 0.2, 0.3], [-1.0, -0.6, 0.4], [0.0, 0.3, -0.1], [-0.1, 0.1, 0.0], [-0.1, -0.2, -0.3], [-0.4, -0.2, 0.1], [0.0, 0.3, -0.5], [0.1, 0.2, 0.2], [0.0, 0.0, 0.1], [-0.7, 0.4, -0.5], [0.3, 1.7, 0.9], [0.2, -0.3, 0.1], [0.0, -0.3, 0.1], [0.2, -0.1, 0.0], [0.2, 0.0, 0.1], [0.3, -1.0, -0.5], [-0.6, -0.3, -0.1], [0.0, -0.1, -0.1], [0.5, -0.6, -0.1], [-0.9, 0.1, 0.4], [0.6, -0.1, 0.0], [0.0, 0.2, -0.4], [-0.1, -0.1, 0.3], [-0.2, 0.4, 0.2], [0.2, 0.4, -0.2], [0.0, -0.2, -0.2], [0.0, 0.0, 0.0], [-1.5, -0.1, -0.1], [0.6, 0.8, 0.6], [-0.5, -0.3, -0.6], [0.2, 0.0, -0.1], [0.2, 0.1, 0.3], [0.5, 0.1, -0.1], [0.6, -0.5, -0.2], [-0.2, -0.1, 0.1], [0.2, -0.1, 0.0], [-0.8, 0.1, -1.1], [-0.1, -0.3, -0.3], [0.2, 0.1, 0.1], [0.3, 0.3, 0.5], [0.3, -0.3, 0.5], [0.2, 0.1, 0.1], [-0.1, 0.0, 0.1], [0.2, 0.1, 0.1], [0.0, 0.1, 0.0], [-0.9, 0.3, 0.3], [-0.8, -0.8, 0.1], [0.5, 0.4, -0.7], [0.4, -0.2, 0.4], [0.3, 0.1, -0.2], [0.1, -0.2, -0.2], [0.8, 0.6, 0.5], [-0.4, -0.2, -0.3], [0.0, 0.1, 0.1], [0.3, -0.2, -1.3], [-0.7, -0.5, 1.1], [0.3, 0.5, 0.1], [-0.2, 0.1, 0.2], [0.0, 0.2, 0.1], [-0.1, 0.0, 0.4], [0.4, -0.1, -0.4], [-0.1, 0.1, -0.1], [0.0, 0.0, -0.1], [0.2, 0.4, -0.4], [-1.0, 0.1, 1.0], [1.4, -0.6, -1.0], [-0.3, 1.0, 0.5], [0.2, -0.1, 0.2], [-0.2, -0.1, -1.4], [0.0, 1.1, 0.2], [0.1, -0.6, -0.1], [0.5, 0.0, 0.8], [0.3, 0.0, 1.1], [1.1, 0.4, 1.4], [-0.1, -0.1, -0.1], [-0.1, -0.2, 0.1], [-0.1, -0.1, 0.0], [-0.6, 0.0, -0.2], [-0.1, 0.0, 0.5], [-0.1, -0.1, 0.0], [0.0, -0.2, -0.2], [0.0, -0.1, 0.0], [0.0, -0.1, -0.1], [0.0, -0.2, -0.1], [-0.3, 0.1, -0.2], [-0.1, 0.0, 0.0], [0.2, -0.3, -0.2], [-0.1, 0.2, -0.5], [-0.4, 0.0, -0.1], [-0.4, -0.1, -0.5], [0.0, -0.3, -0.4], [-0.1, -0.2, -0.3], [0.0, 0.1, 0.0], [0.3, -0.1, -0.1], [-0.6, 0.3, 0.2], [0.9, -0.8, 0.3], [-0.3, 0.1, 0.2], [0.9, -0.3, 1.0], [0.6, -0.1, 0.3], [0.5, 1.7, -0.6], [-0.2, -0.7, 0.1], [-1.0, 0.3, -0.3], [0.1, -0.6, 0.3], [-0.9, 0.5, -0.2], [-0.2, -0.2, 0.1], [0.0, 0.1, 0.1], [-0.1, 0.2, 0.0], [-0.3, 0.0, -0.1], [-0.2, 0.4, 0.0], [-0.1, -0.1, -0.2], [0.0, 0.1, -0.1], [-0.1, -0.1, -0.4], [-0.5, 0.2, -0.1], [0.4, -0.2, 0.0], [0.2, 0.1, 0.1], [0.1, -0.4, 0.0], [0.1, 0.0, -0.1], [-0.1, 0.0, -0.4], [-0.1, 0.2, -0.1], [0.4, -0.3, -0.2], [0.1, -0.4, 0.2], [0.0, 0.0, 0.1], [0.0, 0.1, 0.1], [0.0, 0.1, -0.2], [0.6, -0.9, 0.2], [-0.4, 0.3, 0.5], [0.9, -0.3, 0.1], [-0.1, -0.2, 0.1], [-0.6, 0.1, 0.0], [-1.0, 0.6, -0.8], [0.4, 0.1, 0.5], [0.6, 0.1, 0.1], [0.3, 0.1, 0.1], [-0.5, 0.2, 0.2], [0.1, -0.2, 0.1], [0.1, 0.0, 0.1], [0.0, 0.0, 0.0], [0.1, -0.1, -0.2], [-0.2, 0.0, -0.3], [-0.1, 0.1, 0.1], [0.0, 0.0, -0.3], [-0.2, 0.2, 0.0], [0.0, 0.2, 0.1], [0.0, -0.2, 0.2], [-0.2, 0.2, -0.2], [0.1, -0.2, -0.2], [0.0, 0.0, 0.0], [-0.1, 0.0, 0.0], [0.0, 0.0, 0.0], [0.0, 0.1, -0.1], [0.1, 0.0, -0.1], [0.1, -0.1, -0.1], [0.1, -0.2, -0.1], [0.0, 0.0, 0.0], [0.0, 0.0, 0.0], [0.0, 0.0, 0.0]],
  "lowdin_charge": [-0.083, -0.314, -0.088, 0.064, 0.071, 0.056, 0.110, 0.098, 0.029, -0.085, -0.334, -0.059, 0.043, 0.080, 0.083, 0.071, 0.103, 0.069, -0.087, -0.363, -0.077, 0.076, 0.066, 0.074, 0.090, 0.113, 0.027, -0.078, -0.292, -0.097, 0.051, 0.082, 0.047, 0.107, 0.109, 0.071, -0.077, -0.316, -0.093, 0.062, 0.072, 0.079, 0.111, 0.091, 0.077, -0.069, -0.302, -0.091, 0.086, 0.069, 0.071, 0.113, 0.094, 0.092, -0.077, -0.325, -0.054, 0.084, 0.063, 0.067, 0.086, 0.108, 0.075, -0.091, -0.303, -0.091, 0.073, 0.072, 0.076, 0.111, 0.075, 0.077, -0.012, -0.476, -0.118, -0.151, -0.130, -0.520, -0.082, -0.025, -0.024, -0.011, -0.037, 0.065, 0.069, 0.072, 0.113, 0.100, 0.103, 0.089, 0.125, 0.098, 0.074, 0.070, 0.088, 0.085, 0.058, 0.086, 0.064, 0.086, 0.076, 0.069, -0.026, -0.509, -0.121, -0.178, -0.144, -0.528, -0.120, -0.008, -0.029, -0.032, -0.046, 0.073, 0.056, 0.088, 0.117, 0.115, 0.101, 0.114, 0.120, 0.123, 0.083, 0.087, 0.086, 0.094, 0.088, 0.042, 0.085, 0.090, 0.077, 0.104, -0.025, -0.526, -0.133, -0.178, -0.127, -0.522, -0.117, -0.003, -0.034, -0.023, -0.030, 0.057, 0.085, 0.080, 0.124, 0.110, 0.104, 0.060, 0.127, 0.119, 0.087, 0.082, 0.087, 0.082, 0.087, 0.068, 0.079, 0.092, 0.087, 0.094, -0.034, 0.062, 0.045]
}



{
  "formula": "C3H6N2O2",
  "method": "wB97M-V/def2-TZVPD",
  "e_tot_ev": -10283.8981,
  "homo_lumo_gap_ev": 10.5,
  "de_lowest_kcal_mol": 20.7,
  "smiles": "[H]/N=C(\\N)CC(=O)O",
  "elements": ["C", "C", "C", "H", "H", "H", "H", "H", "H", "N", "N", "O", "O"],
  "coordinates": [[-0.406, 1.042, 0.461], [0.315, -0.225, 0.739], [0.583, -1.193, -0.436], [0.470, 2.055, 2.036], [-0.871, 2.863, 1.273], [-1.853, 1.852, -0.624], [-0.367, -0.744, 1.511], [1.290, -0.055, 1.350], [-0.784, -0.324, -1.234], [-0.241, 2.068, 1.329], [-1.264, 1.056, -0.501], [-0.298, -1.188, -1.420], [1.510, -1.970, -0.416]],
  "forces_ev_per_a": [[-1.4, 0.9, -0.7], [1.2, -0.8, 2.3], [0.8, -1.1, 0.1], [-0.1, 0.0, 0.0], [0.5, -0.3, 0.1], [-0.1, 0.7, 0.1], [0.9, 0.4, -1.3], [-1.5, -0.3, -1.4], [-0.9, -0.2, -0.7], [-0.1, 0.3, 0.1], [0.9, -1.2, 0.2], [0.1, 0.9, 0.6], [-0.4, 0.6, 0.4]],
  "nbo_charge": [0.475, -0.598, 0.784, 0.403, 0.401, 0.363, 0.270, 0.247, 0.498, -0.802, -0.782, -0.673, -0.586]
}